Density functional theory data (ωB97M-V with the def2-TZVPD basis set) for a cluster of 2 separate species, C6H18NS2 in total.

Geometry as ORCA input:
```
! wB97M-V def2-TZVPD RIJCOSX def2/J DEFGRID3
* xyz 1 1
S 1.570 1.087 2.226
S 1.579 2.530 0.787
C 0.854 1.960 3.636
C 3.125 3.399 1.131
H 0.772 1.237 4.465
H -0.153 2.344 3.403
H 1.485 2.803 3.965
H 3.121 3.873 2.127
H 3.992 2.721 1.067
H 3.238 4.187 0.367
C -1.038 -2.386 -0.143
C 0.210 -1.241 -1.891
C -1.940 -2.262 -2.401
C -1.840 -0.261 -1.018
N -1.152 -1.538 -1.363
H -0.531 -3.336 -0.383
H -2.040 -2.614 0.259
H -0.457 -1.863 0.635
H 0.732 -2.177 -2.151
H 0.143 -0.613 -2.795
H 0.806 -0.704 -1.133
H -2.951 -2.489 -2.025
H -2.032 -1.646 -3.311
H -1.442 -3.210 -2.667
H -2.851 -0.465 -0.626
H -1.268 0.287 -0.251
H -1.932 0.378 -1.912
*
```

Output
E = -29668.2236 eV
Frontier orbital gap = 8.8 eV
Lowest unoccupied orbital energy = -2.7 eV
Maximum force = 0.0200 hartree/bohr



Density functional theory data (ωB97M-V with the def2-TZVPD basis set) for a cluster of 3 separate species, C6H18O2 in total.

Geometry as ORCA input:
```
! wB97M-V def2-TZVPD RIJCOSX def2/J DEFGRID3
* xyz 0 1
C 1.781 -1.456 -1.214
C 0.702 -0.376 -1.248
C 1.165 1.038 -0.923
C 0.033 1.882 -0.356
C -0.662 1.360 0.914
C 0.357 0.981 1.993
H 2.268 -1.446 -0.242
H 1.298 -2.425 -1.357
H 2.455 -1.303 -2.053
H 0.102 -0.351 -2.155
H -0.110 -0.636 -0.556
H 1.979 1.047 -0.190
H 1.606 1.477 -1.821
H -0.739 2.055 -1.115
H 0.433 2.859 -0.067
H -1.241 2.198 1.303
H -1.303 0.534 0.672
H 0.721 -0.035 1.858
H -0.030 1.064 3.010
H 1.258 1.595 1.948
O -1.731 -2.685 -0.773
H -0.915 -3.197 -0.765
H -1.754 -2.179 -1.595
O -2.796 -0.821 1.816
H -2.722 -1.041 0.884
H -2.155 -0.138 2.031
*
```

Output
E = -10608.7676 eV
Frontier orbital gap = 11.7 eV
Structure (SMILES) = CCCCCC.O.O
Energy relative to the best compared isomer or geometry (same formula, charge and spin) = 0.181 eV
Lowest unoccupied orbital energy = 0.7 eV
Maximum force = 0.0275 hartree/bohr



Density functional theory data (ωB97M-V with the def2-TZVPD basis set) for a cluster of 3 separate species, C6H18O3 in total.

Geometry as ORCA input:
```
! wB97M-V def2-TZVPD RIJCOSX def2/J DEFGRID3
* xyz 0 1
C 3.166 -1.420 -0.721
C 3.316 -1.053 0.687
O 2.116 -1.354 1.413
H 2.949 -2.474 -0.890
H 4.142 -1.368 -1.203
H 2.468 -0.732 -1.198
H 3.647 -0.015 0.713
H 4.073 -1.730 1.084
H 2.271 -1.788 2.255
C -0.577 2.700 -0.010
C 0.577 1.699 0.405
O 0.195 0.356 0.456
H -0.372 3.768 0.069
H -1.465 2.466 0.577
H -0.683 2.382 -1.047
H 1.095 1.981 1.321
H 1.426 1.769 -0.275
H 0.853 -0.304 0.686
C -3.753 -0.542 -1.412
C -3.142 -0.303 0.002
O -2.502 -1.453 0.614
H -2.918 -0.540 -2.113
H -4.565 0.138 -1.667
H -4.167 -1.543 -1.532
H -4.005 0.025 0.582
H -2.358 0.453 0.039
H -1.789 -1.118 1.163
*
```

Output
E = -12654.7615 eV
Frontier orbital gap = 10.1 eV
Structure (SMILES) = CCO.CCO.CCO
Energy relative to the best compared isomer or geometry (same formula, charge and spin) = 1.523 eV
Lowest unoccupied orbital energy = 0.6 eV
Maximum force = 0.0488 hartree/bohr



Density functional theory data (ωB97M-V with the def2-TZVPD basis set) for a structure of composition C6H18O3S3Sn.

Geometry as ORCA input:
```
! wB97M-V def2-TZVPD RIJCOSX def2/J DEFGRID3
* xyz 3 2
Sn -2.797 -1.564 -0.887
C 1.622 -1.918 2.445
S -0.120 -1.349 2.140
O -0.885 -2.289 1.176
C -0.872 -1.369 3.820
H 1.642 -2.944 2.810
H 2.143 -1.333 3.203
H 2.125 -1.749 1.493
H -1.896 -0.999 3.763
H -0.264 -0.649 4.367
H -0.875 -2.362 4.270
C 1.774 -0.962 -1.277
S 1.137 -2.220 -2.493
O -0.241 -2.371 -1.954
C 1.008 -0.968 -3.772
H 0.932 -0.324 -1.008
H 2.541 -0.281 -1.646
H 2.280 -1.381 -0.407
H 2.000 -0.684 -4.123
H 0.459 -0.081 -3.456
H 0.347 -1.455 -4.489
C -0.607 3.268 -1.660
S -1.822 2.225 -0.789
O -1.257 0.843 -0.474
C -1.743 3.012 0.823
H -0.368 3.068 -2.705
H 0.217 3.134 -0.960
H -0.966 4.295 -1.715
H -0.839 2.920 1.426
H -2.546 2.458 1.307
H -2.128 4.031 0.773
*
```

Output
E = -50958.7498 eV
⟨S²⟩ = 0.757
Frontier orbital gap (spin up / spin down) = 6.1 / 4.3 eV
Lowest unoccupied orbital energy (spin up / spin down) = -12.8 / -14.7 eV
Maximum force = 0.0717 hartree/bohr



Density functional theory data (ωB97M-V with the def2-TZVPD basis set) for a cluster of 5 separate species, C6H18O4 in total.

Geometry as ORCA input:
```
! wB97M-V def2-TZVPD RIJCOSX def2/J DEFGRID3
* xyz 1 2
C -0.177 -2.438 -1.301
C -1.523 -1.924 -0.797
C -0.700 1.259 2.102
C -0.673 -0.059 2.479
C -0.916 -1.077 1.552
C -1.399 -0.884 0.264
H -0.307 -3.321 -1.908
H 0.483 -2.790 -0.498
H 0.406 -1.665 -1.805
H -2.193 -2.694 -0.383
H -2.006 -1.406 -1.612
H -0.420 2.087 2.748
H -1.101 1.591 1.157
H -0.481 -0.281 3.521
H -0.529 -2.065 1.742
H -1.854 0.052 -0.040
H 1.946 -0.519 1.053
H 3.291 -0.469 1.932
O 2.893 -0.399 1.055
H 3.302 2.214 0.774
H 2.818 1.370 -0.248
O 2.725 2.308 -0.004
H -1.413 1.603 -1.932
H -1.638 0.725 -3.108
O -2.123 1.338 -2.542
H 0.973 1.903 -1.102
H 0.150 3.166 -1.320
O 0.467 2.375 -1.780
*
```

Output
E = -14694.0003 eV
⟨S²⟩ = 0.777
Frontier orbital gap (spin up / spin down) = 8.5 / 6.3 eV
Energy relative to the best compared isomer or geometry (same formula, charge and spin) = 0.613 eV
Lowest unoccupied orbital energy (spin up / spin down) = -5.7 / -8.0 eV
Maximum force = 0.0262 hartree/bohr



Density functional theory data (ωB97M-V with the def2-TZVPD basis set) for a structure of composition C6H18P4.

Geometry as ORCA input:
```
! wB97M-V def2-TZVPD RIJCOSX def2/J DEFGRID3
* xyz 0 1
C 1.368 -1.693 0.391
C 0.182 0.994 2.040
C -2.705 0.365 -1.683
C 1.554 -0.620 -0.733
C 0.621 1.681 0.766
C -1.838 -0.323 -0.665
P 0.852 -1.364 -2.449
P 2.470 2.079 0.741
P -1.345 -2.062 -0.854
P 0.404 0.756 -0.908
H 1.688 -2.685 0.135
H 0.355 -1.392 0.797
H 2.120 -1.456 1.189
H 0.655 -0.047 2.024
H 0.432 1.431 2.924
H -0.835 0.779 1.905
H -2.143 0.351 -2.664
H -3.740 -0.168 -1.817
H -2.970 1.377 -1.390
H 2.560 -0.273 -0.827
H 0.095 2.606 0.713
H -2.037 -0.038 0.404
H 1.850 -2.308 -2.929
H 1.604 -0.409 -3.276
H 2.562 2.797 1.939
H 2.492 3.153 -0.067
H -2.467 -2.379 -0.198
H -2.005 -2.308 -2.189
*
```

Output
E = -43663.7397 eV
Frontier orbital gap = 8.4 eV
Energy relative to the best compared isomer or geometry (same formula, charge and spin) = 2.435 eV
Lowest unoccupied orbital energy = 0.5 eV
Maximum force = 0.0975 hartree/bohr



Density functional theory data (ωB97M-V with the def2-TZVPD basis set) for a structure of composition C6H19BClCoNO2.

Geometry as ORCA input:
```
! wB97M-V def2-TZVPD RIJCOSX def2/J DEFGRID3
* xyz 0 4
Co 1.956 3.791 -2.477
B 4.050 4.097 -2.167
H 3.734 3.068 -2.227
H 4.156 4.538 -3.146
H 3.308 4.607 -1.572
H 5.040 4.162 -1.743
Cl 1.161 3.254 -0.235
C -4.941 -1.027 -1.861
O -3.808 -0.542 -1.162
C -2.738 -1.392 -0.681
C -1.738 -0.399 -0.215
N -0.630 -1.061 0.439
C 0.126 -0.135 1.284
C 1.377 -0.873 1.669
O 1.048 -2.023 2.495
C 2.191 -2.553 3.109
H -5.492 -1.748 -1.258
H -4.545 -1.458 -2.780
H -5.614 -0.204 -2.101
H -2.366 -1.882 -1.580
H -3.079 -2.097 0.078
H -2.263 0.216 0.516
H -1.461 0.294 -1.009
H -0.995 -1.882 0.900
H -0.430 0.046 2.204
H 0.344 0.780 0.733
H 1.998 -0.138 2.181
H 2.029 -1.151 0.841
H 2.863 -2.994 2.373
H 1.881 -3.406 3.713
H 2.839 -1.889 3.680
*
```

Output
E = -62935.3498 eV
⟨S²⟩ = 3.758
Frontier orbital gap (spin up / spin down) = 6.2 / 6.2 eV
Energy relative to the best compared isomer or geometry (same formula, charge and spin) = 3.784 eV
Lowest unoccupied orbital energy (spin up / spin down) = -2.2 / -2.2 eV
Maximum force = 0.0979 hartree/bohr



Density functional theory data (ωB97M-V with the def2-TZVPD basis set) for a structure of composition C6H19F2N2O9S2V.

Geometry as ORCA input:
```
! wB97M-V def2-TZVPD RIJCOSX def2/J DEFGRID3
* xyz 0 1
O 0.763 -1.581 0.453
V -0.115 -0.594 1.306
O 0.589 0.407 2.280
N -2.160 -0.346 1.016
S -3.400 -0.447 0.023
O -3.667 0.763 -0.825
O -4.391 -1.469 0.297
F -2.421 -1.227 -1.013
S -3.153 0.603 2.104
O -4.388 0.072 2.669
O -3.097 2.007 1.987
F -2.096 0.403 3.297
C -0.143 -3.538 3.261
O -0.607 -2.247 2.977
H 0.832 -3.851 2.888
H -0.090 -3.569 4.349
H -0.847 -4.298 2.922
H -1.417 -2.244 3.493
C 3.851 -0.467 1.037
O 4.971 -0.401 0.101
H 3.072 -1.107 0.623
H 4.373 -1.020 1.818
H 3.414 0.518 1.203
H 5.149 -1.304 -0.172
C -0.330 3.062 -1.021
C 0.049 1.663 -1.589
C 0.772 1.779 -2.962
O 1.176 0.508 -3.381
C 0.089 -0.219 -3.998
N 1.014 1.109 -0.608
H -1.118 3.414 -1.686
H 0.501 3.767 -1.023
H -0.741 3.190 -0.020
H -0.858 1.058 -1.600
H 1.589 2.460 -2.725
H 0.166 2.294 -3.707
H 0.485 -0.987 -4.661
H -0.693 0.434 -4.385
H -0.303 -0.946 -3.286
H 1.594 1.875 -0.299
H 1.585 0.475 -1.148
*
```

Output
E = -80726.1617 eV
Frontier orbital gap = 8.2 eV
Lowest unoccupied orbital energy = -1.8 eV
Maximum force = 0.1779 hartree/bohr